[1]
The following is a quantum chemistry calculation of a molecular structure, C35H43Cl2N2O4ReSSi at a distorted geometry, from OMol25.

Computed properties:
* total charge: +3
* spin multiplicity: 2
* Kohn-Sham gap (alpha / beta): 0.1987 / 0.2126 Ha
* LUMO energy (alpha / beta): -10.6 / -10.2 eV

Element x y z (Å)
Re  -0.05  -0.05  0.32
C  -2.46  -1.11  4.27
N  -1.03  -0.86  4.30
C  -0.48  -0.55  5.60
C  -0.32  -0.84  3.19
O  -0.84  -1.01  2.05
C  1.19  -0.61  3.33
O  1.87  -0.67  2.09
C  2.54  -1.88  1.77
C  1.83  -2.55  0.59
O  0.99  -1.88  -0.06
N  2.15  -3.78  0.25
C  3.14  -4.59  0.92
C  1.47  -4.45  -0.85
H  -2.69  -2.02  4.81
H  -2.99  -0.28  4.74
H  -2.80  -1.21  3.24
H  -1.18  -0.86  6.37
H  0.47  -1.06  5.78
H  -0.33  0.53  5.70
H  1.36  0.40  3.72
H  1.60  -1.34  4.04
H  3.56  -1.61  1.46
H  2.60  -2.56  2.63
H  3.97  -4.00  1.30
H  2.69  -5.15  1.74
H  3.54  -5.31  0.21
H  0.61  -3.85  -1.17
H  2.15  -4.57  -1.69
H  1.13  -5.43  -0.51
C  0.46  5.12  4.83
C  0.86  4.40  3.59
C  0.29  4.71  2.36
C  0.69  4.04  1.21
C  1.69  3.08  1.27
C  2.27  2.77  2.49
C  1.85  3.41  3.64
S  2.28  2.18  -0.17
C  2.45  3.56  -1.34
O  0.99  1.50  -0.73
H  -0.41  5.75  4.67
H  1.28  5.75  5.17
H  0.25  4.43  5.64
H  -0.45  5.48  2.29
H  0.21  4.29  0.28
H  3.08  2.05  2.53
H  2.31  3.18  4.59
H  1.57  4.19  -1.32
H  2.59  3.14  -2.33
H  3.33  4.13  -1.05
C  -3.49  2.82  -3.94
C  -2.25  3.16  -3.43
C  -1.49  2.22  -2.77
C  -1.96  0.91  -2.61
C  -3.23  0.59  -3.08
C  -3.99  1.54  -3.75
Si  -0.76  -0.47  -2.08
C  0.77  -0.38  -3.21
C  0.62  0.00  -4.55
C  1.70  0.00  -5.40
C  2.96  -0.35  -4.94
C  3.13  -0.72  -3.62
C  2.04  -0.74  -2.76
C  -1.55  -2.20  -2.03
C  -1.30  -3.03  -3.12
C  -2.03  -4.19  -3.30
C  -3.00  -4.55  -2.38
C  -3.22  -3.76  -1.26
C  -2.50  -2.59  -1.08
H  -4.07  3.55  -4.48
H  -1.86  4.16  -3.57
H  -0.50  2.47  -2.41
H  -3.61  -0.41  -2.96
H  -4.95  1.27  -4.15
H  -0.36  0.28  -4.92
H  1.56  0.28  -6.44
H  3.81  -0.34  -5.61
H  4.10  -0.99  -3.24
H  2.17  -1.03  -1.73
H  -0.55  -2.76  -3.85
H  -1.85  -4.80  -4.17
H  -3.57  -5.46  -2.52
H  -3.96  -4.05  -0.53
H  -2.68  -1.97  -0.22
Cl  -3.87  0.14  1.08
C  -3.17  1.61  0.38
Cl  -1.46  1.74  0.85
H  -3.69  2.49  0.77
H  -3.22  1.55  -0.71

Atomic partial charges in e from the Löwdin method, atoms 1 to 2: atom 1 (Re): 1.32, atom 2 (C): 0.01

[2]
The following is a quantum chemistry calculation of a single C20H21N3O4S molecule at a distorted geometry, from OMol25.

Computed properties:
* spin multiplicity: 1
* Kohn-Sham gap: 0.2553 Ha
* LUMO energy: -0.6 eV
* energy above the lowest of the compared OMol25 structures with the same formula, charge and spin: 229.5 kJ/mol

Element x y z (Å)
C  4.99  -2.84  6.49
C  3.68  -2.42  5.85
O  3.95  -2.09  4.51
C  2.92  -1.68  3.71
C  3.25  -1.37  2.39
C  2.29  -0.94  1.51
C  0.96  -0.81  1.92
N  0.03  -0.36  0.97
C  -1.29  -0.17  1.10
O  -1.95  -0.31  2.12
C  -1.92  0.28  -0.23
N  -1.69  -0.71  -1.26
C  -2.76  -1.61  -1.58
S  -0.57  -0.39  -2.43
O  -0.31  -1.62  -3.12
O  0.53  0.27  -1.80
C  -1.33  0.71  -3.64
C  -1.65  0.19  -4.87
C  -2.21  0.99  -5.87
C  -2.42  2.32  -5.64
C  -2.11  2.89  -4.39
C  -2.31  4.26  -4.10
C  -1.98  4.73  -2.86
C  -1.48  3.83  -1.91
N  -1.29  2.56  -2.14
C  -1.57  2.07  -3.36
C  0.63  -1.11  3.23
C  1.59  -1.54  4.12
H  4.83  -3.10  7.54
H  5.40  -3.70  5.97
H  5.71  -2.03  6.43
H  2.95  -3.24  5.91
H  3.27  -1.54  6.38
H  4.28  -1.48  2.09
H  2.55  -0.71  0.48
H  0.42  -0.17  0.04
H  -1.46  1.22  -0.54
H  -3.00  0.43  -0.08
H  -3.06  -2.16  -0.69
H  -2.38  -2.31  -2.32
H  -3.63  -1.09  -1.99
H  -1.43  -0.86  -5.04
H  -2.45  0.55  -6.83
H  -2.84  2.95  -6.41
H  -2.71  4.91  -4.86
H  -2.11  5.77  -2.60
H  -1.23  4.17  -0.91
H  -0.39  -1.00  3.56
H  1.30  -1.77  5.13

Atomic partial charges in e from the Löwdin method, atoms 1 to 2: atom 1 (C): -0.07, atom 2 (C): -0.27

[3]
The following is a quantum chemistry calculation of a gas-phase ion, C10H22P (charge +1) at a distorted geometry, from OMol25.

Computed properties:
* total charge: +1
* spin multiplicity: 1
* Kohn-Sham gap: 0.3463 Ha
* LUMO energy: -3.7 eV
* energy above the lowest of the compared OMol25 structures with the same formula, charge and spin: 65.4 kJ/mol

Element x y z (Å)
C  1.49  0.36  0.15
C  0.85  -1.07  -0.29
C  0.84  1.54  -0.43
C  -0.68  -1.21  0.30
C  2.91  0.35  -0.46
C  1.72  -2.13  0.39
C  0.97  2.96  0.11
C  -1.55  -2.34  -0.23
C  -2.80  0.47  -1.31
C  -2.32  0.88  1.51
P  -1.38  0.42  -0.04
H  1.74  0.49  1.18
H  0.86  -1.23  -1.30
H  0.77  1.48  -1.59
H  -0.64  -1.39  1.42
H  3.65  -0.28  0.09
H  3.35  1.31  -0.45
H  3.00  0.04  -1.43
H  2.64  -2.26  -0.21
H  1.06  -3.04  0.37
H  2.08  -1.88  1.38
H  2.08  3.22  0.00
H  0.92  3.04  1.17
H  0.41  3.78  -0.41
H  -1.69  -2.47  -1.22
H  -2.41  -2.15  0.27
H  -1.12  -3.34  0.16
H  -3.12  1.48  -1.21
H  -3.52  -0.24  -0.86
H  -2.54  0.39  -2.38
H  -3.06  0.06  1.79
H  -2.95  1.83  1.19
H  -1.54  0.91  2.36

Atomic partial charges in e from the Löwdin method, atoms 1 to 2: atom 1 (C): -0.37, atom 2 (C): -0.29

[4]
The following is a quantum chemistry calculation of a single C2H3NS molecule at a distorted geometry, from OMol25.

Computed properties:
* spin multiplicity: 1
* Kohn-Sham gap (alpha / beta): 0.2964 / 0.2963 Ha
* LUMO energy (alpha / beta): -0.2 / -0.2 eV
* energy above the lowest of the compared OMol25 structures with the same formula, charge and spin: 469.7 kJ/mol

Element x y z (Å)
C  -0.28  -0.39  0.53
C  2.57  0.90  0.66
N  -1.13  -0.26  -0.47
S  1.84  -0.13  -0.18
H  -0.24  0.44  1.35
H  -1.11  -1.08  -1.17
H  -1.66  0.51  -0.72

Atomic partial charges in e from the Löwdin method, atoms 1 to 2: atom 1 (C): -0.31, atom 2 (C): -0.54

[5]
The following is a quantum chemistry calculation of 2 unconnected molecules or ions with the total composition C6H7NO3P at a distorted geometry, from OMol25.

Computed properties:
* total charge: -1
* spin multiplicity: 1
* Kohn-Sham gap: 0.2877 Ha
* LUMO energy: 3.3 eV
* energy above the lowest of the compared OMol25 structures with the same formula, charge and spin: 188.6 kJ/mol

Element x y z (Å)
C  -1.68  -1.80  0.02
C  -0.32  -1.71  -0.02
C  -2.60  -0.72  0.07
C  0.39  -0.48  -0.04
C  -2.36  0.59  0.09
C  0.43  1.90  -0.09
N  -0.22  0.64  -0.03
O  3.49  -1.22  0.15
O  3.50  1.24  0.04
O  -2.71  1.72  0.16
P  4.34  0.00  -0.04
H  -2.13  -2.78  0.02
H  0.27  -2.61  -0.04
H  -3.65  -0.97  0.11
H  1.48  -0.52  -0.06
H  0.19  2.38  -1.04
H  0.05  2.54  0.71
H  1.52  1.80  -0.01

Atomic partial charges in e from the Löwdin method, atoms 1 to 2: atom 1 (C): -0.13, atom 2 (C): -0.09

[6]
The following is a quantum chemistry calculation of a molecular structure, Cl3NaO12 at a distorted geometry, from OMol25.

Computed properties:
* total charge: -2
* spin multiplicity: 1
* Kohn-Sham gap: 0.1895 Ha
* LUMO energy: 2.8 eV
* energy above the lowest of the compared OMol25 structures with the same formula, charge and spin: 395.7 kJ/mol

Element x y z (Å)
Na  -1.08  -3.47  -0.93
Cl  0.89  -2.23  1.96
O  -0.05  -2.61  1.06
O  2.20  -2.80  2.11
O  1.17  -0.80  1.82
O  0.46  -2.42  3.25
Cl  -1.33  -0.60  -2.13
O  -1.70  -1.16  -0.97
O  -2.44  -0.68  -3.00
O  -0.82  0.74  -2.11
O  -0.20  -1.23  -2.81
Cl  0.61  3.45  0.34
O  0.11  4.61  1.04
O  1.65  2.76  1.19
O  -0.62  2.61  0.13
O  1.14  3.83  -0.96

Atomic partial charges in e from the Löwdin method, atoms 1 to 2: atom 1 (Na): 0.72, atom 2 (Cl): 0.56

[7]
The following is a quantum chemistry calculation of a single ClFH2NOP molecule at a distorted geometry, from OMol25.

Computed properties:
* spin multiplicity: 3
* Kohn-Sham gap (alpha / beta): 0.3093 / 0.2244 Ha
* LUMO energy (alpha / beta): 0.7 / -4.6 eV
* energy above the lowest of the compared OMol25 structures with the same formula, charge and spin: 85.5 kJ/mol

Element x y z (Å)
N  1.10  -0.44  -0.85
O  0.19  0.37  1.44
F  -0.67  1.56  -0.56
P  -0.09  0.09  -0.08
Cl  -2.45  -0.99  0.03
H  1.06  -0.32  -1.80
H  0.86  -0.27  1.83

Atomic partial charges in e from the Löwdin method, atoms 1 to 2: atom 1 (N): -0.09, atom 2 (O): -0.23

The records above give, respectively, energy values of -94024.6069, -44576.3387, -20006.8644, -14442.6011, -23258.6527, -66531.5933, -28096.3867 eV.